(1)
The following is a DFT calculation (wB97M-V/def2-TZVPD) of a structure of composition C17H36BF16N3O7P in a non-equilibrium geometry.

Energy in eV: -90446.723
Kohn-Sham gap in eV: 7.21
Charge: -1

Atoms and positions in Å:
1 C -19.2953 -4.4735 11.1252
2 C -18.4560 -4.6218 12.4217
3 O -18.9141 -4.6950 13.5707
4 N -16.9190 -4.6384 12.2920
5 H -16.5793 -4.0130 11.5754
6 H -16.5593 -4.3454 13.1892
7 C -16.4944 -6.1199 12.1136
8 H -20.1567 -3.8062 11.0948
9 H -19.6231 -5.5122 11.0843
10 H -18.5589 -4.3676 10.3286
11 H -16.4950 -6.5100 13.1314
12 H -15.5008 -5.9877 11.6853
13 H -17.1639 -6.6229 11.4158
14 C -14.2340 -5.8087 9.7017
15 C -14.4279 -5.7370 8.1922
16 O -13.9897 -6.6305 7.4714
17 N -15.2767 -4.5879 7.5740
18 H -15.7490 -4.9815 6.7728
19 H -16.1147 -4.3572 8.0884
20 C -14.4620 -3.3987 7.2092
21 H -13.6819 -6.6839 10.0443
22 H -15.2022 -5.8174 10.2023
23 H -13.6786 -4.9524 10.0845
24 H -15.0658 -2.6908 6.6414
25 H -13.6433 -3.6305 6.5279
26 H -14.1292 -2.8406 8.0844
27 C -21.0098 -0.5893 7.6186
28 C -20.2200 -1.8807 8.0754
29 O -20.7277 -2.9650 8.1857
30 N -18.7983 -1.6232 8.4659
31 H -18.0965 -1.9528 7.8186
32 H -18.7683 -0.6404 8.6968
33 C -18.6372 -2.2256 9.8502
34 H -21.9684 -0.7997 8.0928
35 H -21.3085 -0.5704 6.5705
36 H -20.5804 0.3074 8.0654
37 H -17.6217 -1.9318 10.1158
38 H -18.7305 -3.3080 9.7625
39 H -19.4244 -1.9974 10.5688
40 C -17.5781 -5.3059 6.7624
41 O -18.0202 -6.4272 7.5874
42 O -16.4450 -5.6392 6.0735
43 C -18.7442 -4.8124 5.8642
44 F -18.3526 -3.8023 5.0897
45 F -19.2680 -5.7464 5.0465
46 F -19.7967 -4.4380 6.5469
47 C -18.8029 -6.1695 8.7632
48 C -19.0227 -7.5982 9.3290
49 H -19.5011 -7.6085 10.3084
50 H -19.6533 -8.1654 8.6444
51 H -18.0929 -8.1476 9.4761
52 H -19.7616 -5.6510 8.7773
53 H -18.3117 -5.5875 9.5430
54 H -17.2897 -4.6175 7.5568
55 C -15.2976 -4.2904 14.7973
56 O -14.9261 -4.4884 13.4303
57 O -16.6231 -3.7226 14.7214
58 C -14.9229 -5.5156 15.7502
59 F -13.5744 -5.7532 15.8397
60 F -15.3160 -5.2316 16.9874
61 F -15.5474 -6.6118 15.3718
62 C -13.6252 -4.2197 12.9752
63 C -13.7896 -4.1474 11.4037
64 H -13.9079 -5.1530 11.0000
65 H -14.7126 -3.6483 11.1088
66 H -12.9647 -3.7437 10.8168
67 H -12.7659 -4.8362 13.2393
68 H -13.2101 -3.2665 13.3026
69 H -14.6742 -3.4481 15.0972
70 P -16.7723 -1.3773 6.6117
71 F -17.0842 -2.8920 7.1913
72 F -17.0795 -0.8458 8.1510
73 F -15.1481 -1.5051 6.8811
74 F -16.6044 0.0569 5.9144
75 F -16.4641 -1.9772 5.1120
76 F -18.4090 -1.1303 6.3296
77 B -16.4808 -3.7126 9.7444
78 F -15.0976 -3.5997 9.6945
79 F -17.0740 -2.9933 8.7927
80 F -16.7755 -5.0456 9.6603
81 F -17.0254 -3.1276 10.9212

Atomic forces in eV per Å
1.33 -2.43 2.04
-0.76 1.49 3.60
1.08 -0.21 -4.15
-3.63 -6.46 1.19
0.55 -1.65 2.00
-0.68 0.94 1.84
-0.22 1.92 0.56
0.39 -0.14 0.46
-0.63 -0.02 -0.35
-1.41 -0.88 1.35
0.10 -0.41 -0.40
-0.41 -0.90 0.83
0.05 -0.07 0.19
-0.46 -1.95 -4.55
-0.30 -2.71 -1.04
-0.81 2.80 0.94
6.68 1.12 4.70
-0.27 -2.03 -3.72
1.80 -0.26 -0.23
0.90 -3.44 -0.09
0.11 -0.35 -0.66
0.93 -0.06 -0.84
0.21 -1.28 -4.92
1.36 -5.27 -0.27
0.20 -0.69 0.35
0.26 -0.49 -0.29
-0.22 -2.02 1.30
-1.22 0.28 -1.19
0.76 1.58 0.33
-8.34 -1.36 4.66
-2.62 -1.17 1.20
0.08 0.06 -1.03
-1.58 1.63 -1.10
-0.15 0.37 0.29
0.92 0.16 -0.11
-0.02 0.10 -0.60
-2.39 1.52 0.14
-0.32 2.57 -1.03
-0.18 1.09 -0.32
0.95 -2.14 -0.14
-1.20 0.34 -0.18
-4.44 -0.94 -1.65
0.93 -1.19 -0.69
-0.05 0.29 -0.21
0.77 -0.67 -0.39
-1.01 1.03 1.29
0.22 -1.91 1.06
-0.24 0.39 -0.05
-0.28 0.23 0.09
0.06 -0.07 0.00
0.21 0.19 -0.32
-0.50 -0.09 -1.50
-0.26 -1.45 -1.56
-2.07 -0.14 -0.99
-1.75 3.54 0.10
2.70 -1.42 0.75
3.22 -2.88 0.74
-0.61 2.12 -0.94
-0.71 -0.05 -0.50
-0.09 0.05 0.55
0.00 -1.27 -0.24
1.00 1.61 -2.02
0.66 0.54 6.39
0.17 1.48 5.56
1.76 -0.01 2.40
0.33 0.47 0.45
-0.57 -1.21 0.32
-0.70 0.68 0.50
0.74 -0.13 0.78
0.77 1.23 -5.00
0.24 4.47 -14.89
6.63 3.47 -2.03
-3.41 9.27 0.78
0.50 0.57 1.58
-0.78 -0.25 1.32
1.00 -0.59 -1.13
1.32 0.89 0.11
-2.57 2.26 -1.89
3.20 -3.44 10.76
0.52 0.34 0.77
2.25 3.02 -1.09



(2)
The following is a DFT calculation (wB97M-V/def2-TZVPD) of a structure of composition H22O11Xe in a non-equilibrium geometry.

Energy in eV: -31842.531
Kohn-Sham gap in eV: 9.66
Charge: 0
Energy relative to the best compared isomer or geometry (same formula, charge and spin) in eV: 0.416

Atoms and positions in Å:
1 Xe 0.2735 -0.0259 -0.5227
2 O 0.5513 2.6313 2.0404
3 H 0.9661 1.7984 2.2650
4 H -0.3367 2.3931 1.7741
5 O 1.2381 0.1092 3.1690
6 H 0.4307 0.0430 3.6790
7 H 1.5311 -0.7961 3.0651
8 O 0.8944 -2.0362 -4.2728
9 H 1.3856 -1.2803 -3.9508
10 H -0.0114 -1.8597 -4.0188
11 O -1.9071 -3.0494 0.0582
12 H -0.9609 -3.0731 0.2009
13 H -2.1136 -2.1188 -0.0280
14 O 4.2800 -0.7379 0.0371
15 H 4.5766 -1.1426 -0.7781
16 H 3.5951 -0.1265 -0.2339
17 O 0.7490 -3.3935 0.1519
18 H 1.3653 -3.5127 -0.5707
19 H 1.3034 -3.2641 0.9214
20 O -0.0970 3.2896 -2.6126
21 H 0.1645 2.5563 -3.1695
22 H -0.4940 3.9188 -3.2149
23 O -3.5832 -0.3993 -0.3275
24 H -3.5372 0.4857 0.0342
25 H -4.4714 -0.6946 -0.1272
26 O -2.2146 3.3459 -0.9797
27 H -1.4614 3.1753 -1.5453
28 H -2.1927 4.2911 -0.8298
29 O 2.8574 -2.4095 1.9747
30 H 3.5707 -2.6496 2.5662
31 H 3.2212 -1.7104 1.4315
32 O -3.1228 1.7187 1.4005
33 H -2.6586 2.1911 0.7094
34 H -3.7914 2.3329 1.7037

Atomic forces in eV per Å
0.01 0.09 -0.09
-0.01 0.59 -0.15
0.22 -0.46 0.20
-0.26 -0.04 -0.04
0.07 0.19 0.01
-0.27 0.07 0.17
0.28 -0.45 -0.22
0.17 -0.14 -0.12
0.13 0.17 0.07
-0.31 -0.04 0.11
-0.59 -0.08 0.01
0.45 -0.24 -0.07
-0.44 0.37 -0.04
-0.04 -0.06 0.32
0.14 -0.20 -0.18
-0.23 0.35 -0.08
0.12 -0.12 -0.07
0.02 -0.08 -0.27
0.39 0.10 0.46
0.20 0.04 0.04
0.11 -0.30 -0.10
-0.05 0.28 -0.28
0.17 -0.52 -0.58
0.03 0.32 0.49
-0.15 -0.18 0.03
-0.90 -0.10 0.69
0.65 -0.26 -0.30
-0.03 0.21 0.15
-0.59 -0.19 0.39
0.14 -0.15 0.17
0.42 0.35 -0.56
0.02 -0.29 0.34
0.32 0.59 -0.60
-0.18 0.16 0.11



(3)
The following is a DFT calculation (wB97M-V/def2-TZVPD) of the molecule C3H6INO in a non-equilibrium geometry.

SMILES string: I[C@@H]1CCON1
Energy in eV: -14843.169
Kohn-Sham gap in eV: 9.34
Charge: 0
Energy relative to the best compared isomer or geometry (same formula, charge and spin) in eV: 2.867

Atoms and positions in Å:
1 I -0.6144 1.4695 2.3630
2 C 0.4327 0.7783 0.6628
3 C -0.4568 0.6512 -0.6354
4 C -0.5906 -0.8151 -0.8136
5 O 0.6011 -1.4640 -0.3789
6 N 0.9294 -0.8978 0.8950
7 H 1.2499 1.3852 0.6989
8 H 0.1464 1.0371 -1.4858
9 H -1.4601 1.0272 -0.5385
10 H -1.4014 -1.0497 -0.1375
11 H -0.7135 -1.1527 -1.7774
12 H 1.8773 -0.9693 1.1474

Atomic forces in eV per Å
-0.24 -0.22 0.23
-1.89 -4.64 -0.11
2.81 0.65 0.25
0.77 -0.64 2.93
1.03 0.39 0.16
-4.66 3.50 -0.32
2.24 1.46 -0.73
-0.69 0.33 0.50
-0.01 0.84 -0.04
-0.47 -0.95 0.03
-0.66 -0.63 -2.16
1.77 -0.08 -0.75



(4)
The following is a DFT calculation (wB97M-V/def2-TZVPD) of a structure of composition C8H24B2Cs3O4S2 in a non-equilibrium geometry.

Energy in eV: -41530.000
Kohn-Sham gap in eV: 6.29
Charge: +1
Energy relative to the best compared isomer or geometry (same formula, charge and spin) in eV: 2.533

Atoms and positions in Å:
1 Cs -2.6171 2.2588 8.8772
2 Cs 3.1007 5.1594 8.9385
3 Cs 1.5962 1.7489 4.3349
4 B -0.4332 -0.9555 7.2886
5 H -0.7545 -1.4298 8.2029
6 H 0.1205 -1.7039 6.7432
7 H -1.2123 -0.5999 6.6323
8 H 0.2833 -0.1695 7.4706
9 B -0.4799 4.8987 6.6102
10 H 0.2791 5.3516 5.9912
11 H -1.4895 5.1040 6.2894
12 H -0.3433 3.8286 6.5930
13 H -0.3996 5.2199 7.6371
14 C -3.4482 10.8133 8.7075
15 C -3.3354 9.3231 8.6013
16 C -4.6911 8.8007 8.0224
17 S -5.9019 10.1842 8.1570
18 O -7.0078 9.8014 8.9498
19 O -6.0967 10.6587 6.7926
20 C -4.8407 11.2451 9.1700
21 H -3.3147 11.2751 7.7292
22 H -2.7071 11.1973 9.4085
23 H -3.0933 8.9353 9.5908
24 H -2.4719 9.0785 7.9827
25 H -5.0558 7.8685 8.4537
26 H -4.4725 8.5110 6.9946
27 H -4.9291 10.9652 10.2198
28 H -5.1084 12.2933 9.0376
29 C -2.4207 7.2145 2.5584
30 C -3.7722 6.6454 2.1123
31 C -4.2172 7.4965 0.8297
32 S -2.6623 7.6558 -0.0810
33 O -2.7307 8.8541 -0.8206
34 O -2.2494 6.3851 -0.6622
35 C -1.6945 7.8568 1.4265
36 H -1.7706 6.4103 2.9029
37 H -2.4043 7.8783 3.4228
38 H -4.3902 6.6602 3.0101
39 H -3.6930 5.5720 1.9401
40 H -4.5070 8.5218 1.0598
41 H -4.9397 7.0639 0.1377
42 H -1.6078 8.9386 1.5286
43 H -0.7060 7.4580 1.1988

Atomic forces in eV per Å
0.38 -0.28 -0.50
-0.40 0.06 -0.19
-0.51 -0.20 0.35
-0.19 0.11 0.01
-1.52 -1.51 3.64
2.15 -3.00 -2.27
-3.48 1.57 -2.47
3.05 3.73 1.01
0.09 -0.08 -0.04
2.98 1.98 -2.51
-3.80 0.95 -1.44
0.65 -4.74 -0.07
0.57 1.44 4.44
0.05 1.84 -0.20
-0.62 -0.59 0.32
1.26 -0.27 -0.05
1.41 -0.45 -1.57
-1.48 -0.50 0.77
0.31 0.16 1.37
0.45 -0.71 -0.26
0.40 0.03 -0.06
0.12 0.19 -0.23
-0.36 -0.28 0.09
-0.23 -0.19 -0.19
-0.23 0.39 0.53
-0.60 0.60 -0.29
-0.62 -0.09 -0.07
0.14 -0.13 -0.18
1.18 -1.00 0.66
-0.48 0.72 -0.20
0.61 -1.28 0.89
-0.10 -2.26 1.99
0.26 1.46 -1.46
-0.54 0.88 0.12
0.65 1.25 -1.42
-0.24 -0.33 0.11
-0.73 0.20 -0.14
-0.72 0.54 -0.45
0.15 0.16 -0.74
0.00 -0.10 0.18
-0.05 -0.21 0.31
0.07 0.02 0.09
-0.06 -0.04 0.10



Number 3 is which compound? C3H6INO



charge of number 4 (C8H24B2Cs3O4S2)? +1



What is the charge in the first record? -1



Look up the charge of the first one. -1